Molecular formula: C5H8O
Method: DFT, wB97M-V/def2-TZVPD

XYZ file:
```
14
Properties=species:S:1:pos:R:3:forces:R:3:nbo_charge:R:1
C 1.67664 1.55292 0.80186 -0.005 0.001 -0.005 -0.87
C 0.41245 -1.37433 -0.44784 0.605 -0.513 0.583 0.83
O 1.20387 -2.04054 0.06473 -0.831 0.663 -0.593 -0.40
C -0.51836 -0.50719 -0.92303 0.288 -0.078 -0.228 -0.49
C -1.98237 -0.97599 -0.60036 -0.140 -0.098 -0.073 -0.36
C -1.43291 0.08769 0.22831 -0.142 -0.127 0.155 -0.42
H 2.15112 0.57876 0.64463 -0.059 0.159 0.032 0.20
H 2.10505 2.27665 0.10398 -0.045 -0.090 0.100 0.21
H 1.87569 1.87668 1.82600 -0.026 -0.026 -0.136 0.22
H -0.25363 0.06112 -1.81141 -0.032 -0.112 0.133 0.28
H -2.11101 -2.01924 -0.28733 0.055 0.176 -0.010 0.19
H -2.61483 -0.71397 -1.45045 0.109 -0.011 0.139 0.22
H 0.59614 1.48112 0.64076 0.229 0.039 0.048 0.24
H -1.10784 -0.28367 1.21016 -0.005 0.017 -0.143 0.16
```
Forces are in eV/Å.

Properties
LUMO level, Eh: 0.0116
Energy relative to the best compared isomer or geometry (same formula, charge and spin), kJ/mol: 439.1
DFT total energy, Eh: -270.3906
Frontier orbital gap, eV: 7.94